# 1
The following is a quantum chemistry calculation of a single C3H5NO2 molecule at a distorted geometry, from the Open Molecules 2025 dataset.

Each line ends with the Mulliken charge.
Cartesian coordinates (Å):
O: -0.30352 -1.81490 0.72662  -0.48
C: -0.68809 -0.52554 0.33839  -0.59
C: 0.47783 0.31500 -0.14889  0.14
O: 1.15202 -0.14771 -1.25866  -0.48
C: 0.28153 2.69847 -0.12876  -0.03
N: -0.14095 1.63851 -0.45080  -0.27
H: 0.05831 -1.76846 1.62013  0.32
H: -1.39857 -0.61628 -0.49104  0.35
H: -1.19369 0.03851 1.13808  0.31
H: 1.24337 0.40882 0.63559  0.40
H: 0.51176 -0.22641 -1.98065  0.35

Calculated values
Kohn-Sham gap	0.4129	hartree
max |F|	1.6	eV/Å
HOMO	-10.821	eV
DFT total energy	-322.47393	Eh

=====

# 2
The following is a quantum chemistry calculation of a single C2H7O2P molecule at a distorted geometry, from the Open Molecules 2025 dataset.

Each line ends with the Mulliken charge.
Cartesian coordinates (Å):
C: 0.86587 -0.32821 -0.23045  -0.90
C: 0.13089 1.00108 -0.27169  -0.19
O: -1.24031 0.85300 -0.53537  -0.33
P: -2.24622 -0.24498 -0.03618  0.45
O: -3.64146 0.09806 0.27410  -0.57
H: 1.80796 -0.25595 -0.83642  0.29
H: 1.10686 -0.58984 0.83356  0.29
H: 0.09281 -1.06739 -0.57737  0.21
H: 0.63165 1.68593 -0.94102  0.35
H: 0.32004 1.31435 0.68376  0.28
H: -1.56149 -0.71339 1.06868  0.05
H: -2.10320 -1.28200 -0.82090  0.05

Calculated values
Kohn-Sham gap	0.4174	hartree
SMILES	CCO[PH2]=O
max |F|	3.1	eV/Å
HOMO	-10.557	eV
DFT total energy	-572.22056	Eh

=====

# 3
The following is a quantum chemistry calculation of a single C29H27F5N2O3 molecule at a distorted geometry, from the Open Molecules 2025 dataset.

Each line ends with the Mulliken charge.
Cartesian coordinates (Å):
C: 6.92310 -0.65798 -2.87526  -0.85
O: 5.81098 -0.59329 -1.94730  -0.40
C: 4.59873 -0.13687 -2.38062  0.37
C: 4.27405 0.05192 -3.73698  -0.60
C: 3.06764 0.68129 -4.06006  -0.53
C: 2.20359 1.13631 -3.06843  -0.87
C: 2.51996 0.92829 -1.71609  0.63
O: 1.62225 1.44298 -0.80725  -0.38
C: 1.74869 1.20819 0.55197  1.43
C: 0.37931 0.92164 1.11537  -0.46
C: -0.39732 -0.02866 0.54973  -0.31
N: -1.57289 -0.48405 1.07380  0.37
C: -2.34648 -1.46973 0.34121  -0.04
C: -2.74036 -1.00127 -1.05742  -0.87
C: -3.59791 -2.02261 -1.72847  0.02
C: -4.97526 -1.85136 -1.84734  0.19
F: -5.54171 -0.70665 -1.38275  -0.36
C: -5.79561 -2.84498 -2.37043  0.34
F: -7.13002 -2.66785 -2.43672  -0.29
C: -5.22254 -4.03630 -2.82193  0.61
F: -6.00229 -5.00799 -3.32998  -0.29
C: -3.83964 -4.21378 -2.75510  0.17
F: -3.28258 -5.35242 -3.21278  -0.29
C: -3.04887 -3.20803 -2.20963  0.20
F: -1.70566 -3.41422 -2.10004  -0.34
C: -3.54487 -1.71129 1.26802  0.25
O: -4.42941 -2.55350 1.13212  -0.73
N: -3.43166 -0.82915 2.30385  0.30
C: -4.42065 -0.77182 3.35514  -1.01
C: -2.22825 -0.00260 2.30620  0.29
C: -2.59857 1.48680 2.22709  -1.46
C: -1.40740 -0.26699 3.57946  -1.61
C: 2.53266 2.34549 1.23070  0.21
C: 3.79230 2.71374 0.74903  -0.37
C: 4.61662 3.56888 1.48728  -0.75
C: 4.17384 4.10342 2.70739  -0.42
C: 2.87434 3.82357 3.13775  -0.72
C: 2.04560 2.99513 2.37791  -0.37
C: 3.67288 0.21926 -1.36554  -0.08
H: 7.76120 -1.01145 -2.27199  0.25
H: 6.72403 -1.36865 -3.68940  0.33
H: 7.15660 0.33294 -3.29035  0.37
H: 4.97247 -0.26483 -4.51814  0.30
H: 2.80676 0.81874 -5.10523  0.37
H: 1.26950 1.65496 -3.28886  0.43
H: 2.31557 0.27228 0.73753  0.09
H: 0.05569 1.40566 2.02814  -0.62
H: -0.09708 -0.51643 -0.38155  0.54
H: -1.78083 -2.41319 0.23760  0.32
H: -3.29002 -0.05558 -0.97145  0.44
H: -1.82200 -0.83371 -1.63495  0.54
H: -5.26077 -1.41228 3.07828  0.37
H: -3.99360 -1.11656 4.30521  0.30
H: -4.76794 0.25906 3.48578  0.33
H: -3.30223 1.64993 1.39816  0.32
H: -3.06905 1.77798 3.17626  0.50
H: -1.71571 2.11250 2.06565  0.34
H: -1.35427 -1.34798 3.76718  0.41
H: -0.39114 0.12777 3.49435  0.32
H: -1.90769 0.22159 4.42698  0.44
H: 4.15534 2.32730 -0.20960  0.41
H: 5.61972 3.80222 1.12338  0.38
H: 4.84336 4.71100 3.32247  0.36
H: 2.50138 4.23228 4.07640  0.38
H: 1.01446 2.83764 2.68991  0.32
H: 3.95970 0.00329 -0.33568  0.47

Calculated values
Kohn-Sham gap	0.3104	hartree
SMILES	COc1cccc(O[C@H](/C=C/N2[C@H](Cc3c(F)c(F)c(F)c(F)c3F)C(=O)N(C)C2(C)C)c2ccccc2)c1
max |F|	2.1	eV/Å
HOMO	-7.965	eV
DFT total energy	-1955.78400	Eh

=====

# 4
The following is a quantum chemistry calculation of a molecular structure, C16H41BeF3O8S5 at a distorted geometry, from the Open Molecules 2025 dataset.

Each line ends with the Mulliken charge.
Cartesian coordinates (Å):
Be: 0.27743 0.33698 -0.13836  2.02
C: 0.02375 -3.07301 -0.59658  0.64
O: 0.87297 -4.13581 -0.99564  -0.21
O: 0.77393 -1.96940 -0.46810  -0.69
C: -1.26504 -3.01452 -1.46133  0.63
F: -1.86498 -1.82053 -1.50183  -0.07
F: -1.12518 -3.36147 -2.77497  -0.41
F: -2.20246 -3.90396 -1.03580  -0.31
C: 0.39678 -5.46606 -0.93965  -0.19
C: 1.16663 -6.23720 -1.98739  -1.24
H: 2.22695 -6.21704 -1.73318  0.28
H: 0.85765 -7.28085 -2.09336  0.40
H: 0.99644 -5.83183 -2.98449  0.27
H: -0.66146 -5.57242 -1.20351  0.21
H: 0.44038 -5.88588 0.07239  0.29
H: -0.28728 -3.29012 0.44718  -0.49
C: -0.19924 3.90368 2.57073  -1.29
C: 0.77768 3.48058 1.46520  0.25
O: 0.28151 2.53479 0.61591  -0.45
H: 0.21102 4.67391 3.23799  0.42
H: -0.50083 3.06490 3.19983  0.06
H: -1.06592 4.43736 2.16642  0.33
H: 1.65428 3.10141 2.03492  -0.48
H: 1.08292 4.37349 0.89202  0.30
C: 4.53616 2.07676 0.90999  -0.85
S: 3.86051 0.40300 1.17015  0.26
O: 2.51094 0.47064 0.56924  -0.07
C: 3.63450 0.74090 2.95840  -0.79
H: 5.34742 2.32964 1.59357  0.42
H: 3.74855 2.80054 1.13140  0.10
H: 4.85045 2.21819 -0.12350  0.32
H: 3.07965 -0.13145 3.30851  0.12
H: 3.07827 1.65183 3.16422  0.20
H: 4.58559 0.68864 3.49028  0.47
C: -0.76707 -2.30533 3.72379  -0.88
S: 0.42220 -0.94239 3.64752  0.34
O: 0.62289 -0.52483 2.24161  -0.39
C: -0.55418 0.32485 4.55957  -0.40
H: -0.77786 -2.72272 4.73087  0.44
H: -0.57098 -3.09430 2.99996  0.22
H: -1.78219 -1.97363 3.48576  0.20
H: -1.43078 0.48652 3.93726  -0.33
H: 0.03675 1.23588 4.61766  0.22
H: -0.75493 -0.03700 5.56592  0.50
C: -3.34759 0.58973 -3.44278  -0.97
S: -1.61336 1.00345 -3.22739  0.45
O: -1.14804 0.99386 -1.81103  -0.57
C: -0.85439 -0.45343 -3.99775  -0.79
H: -3.58587 0.48445 -4.50283  0.44
H: -3.96834 1.35081 -2.97653  0.35
H: -3.62175 -0.39713 -3.05960  0.12
H: 0.15850 -0.67142 -3.65642  0.19
H: -0.85656 -0.32292 -5.08044  0.50
H: -1.35990 -1.37772 -3.72181  0.17
C: -4.42538 0.28514 0.06395  -1.05
S: -3.15936 -0.19485 1.29483  0.49
O: -1.84338 -0.24210 0.62012  -0.56
C: -3.23820 1.37549 2.20973  -0.79
H: -4.41873 -0.37758 -0.79945  0.27
H: -4.21087 1.28071 -0.33074  0.24
H: -5.42898 0.32996 0.48725  0.46
H: -4.04064 2.03020 1.87515  0.41
H: -2.31018 1.94152 2.10426  -0.03
H: -3.39974 1.10446 3.25300  0.38
C: 2.15367 3.29038 -1.84202  -0.33
S: 2.57639 1.72037 -2.64267  0.36
O: 1.69320 0.64792 -2.10506  -0.48
C: 1.94341 2.03643 -4.33878  -0.99
H: 1.07555 3.44135 -1.84519  0.25
H: 2.71551 4.09458 -2.31681  0.55
H: 2.50944 3.12879 -0.82626  -0.37
H: 1.88244 1.05866 -4.80344  0.34
H: 2.59866 2.76623 -4.81387  0.42
H: 0.98070 2.53989 -4.23794  0.20

Calculated values
Kohn-Sham gap	0.2747	hartree
max |F|	2.7	eV/Å
HOMO	-7.115	eV
DFT total energy	-3541.15608	Eh

=====

# 5
The following is a quantum chemistry calculation of 2 unconnected molecules or ions with the total composition C6H16S at a distorted geometry, from the Open Molecules 2025 dataset.

Each line ends with the Mulliken charge.
Cartesian coordinates (Å):
C: 1.02667 -1.43056 1.14764  -0.89
C: 0.10438 -2.61833 1.43313  -0.47
S: -1.11704 -3.04871 0.14254  -0.13
C: -0.93749 -1.84512 -1.23914  -0.49
H: 1.96771 -1.57238 1.67929  0.41
H: 0.61841 -0.54108 1.63462  0.19
H: 1.16604 -1.29718 0.08269  0.19
H: 0.77596 -3.47778 1.56735  0.30
H: -0.40425 -2.69521 2.39246  0.35
H: 0.09686 -1.91051 -1.55668  0.28
H: -1.42109 -2.31437 -2.08625  0.37
H: -1.26551 -0.87159 -0.89444  -0.13
C: -1.04664 1.38658 -0.71201  -1.27
C: 0.43313 1.84580 -0.70994  0.26
C: 0.56902 3.14123 0.06816  -1.34
H: -1.19483 0.79245 0.19364  0.28
H: -1.37095 0.90922 -1.62427  0.35
H: -1.72273 2.21937 -0.53448  0.45
H: 1.00021 1.04612 -0.23614  -0.04
H: 0.76874 1.86333 -1.74755  0.29
H: 0.38814 4.08036 -0.45127  0.32
H: -0.01514 3.03288 0.98500  0.34
H: 1.58038 3.30547 0.46567  0.38

Calculated values
Kohn-Sham gap	0.3367	hartree
SMILES	CCSC.CCC
max |F|	1.8	eV/Å
HOMO	-8.224	eV
DFT total energy	-636.34054	Eh

=====

# 6
The following is a quantum chemistry calculation of a molecular structure, C47H56BN3O6S at a distorted geometry, from the Open Molecules 2025 dataset.

Each line ends with the Mulliken charge.
Cartesian coordinates (Å):
C: 0.96002 -0.66442 -0.51255  -1.19
C: 1.95129 -0.21411 0.59371  -0.04
O: 2.38501 1.14278 0.45651  -0.41
C: 1.31839 2.02764 0.47251  0.39
O: 0.41309 1.81135 1.24509  -0.59
C: 1.31219 3.21090 -0.51030  -0.20
C: -0.10854 3.72091 -0.83760  -0.77
C: -0.14383 5.27916 -1.11175  -0.30
C: -1.48362 5.80048 -0.55613  0.60
C: -2.67278 5.11058 -1.07634  -0.72
C: -3.94807 5.41551 -0.66904  -0.25
O: -4.94566 4.66274 -1.20198  -0.24
C: -6.14595 5.37968 -1.50901  -0.84
C: -7.28674 4.84446 -0.54819  -0.78
N: -6.84184 3.73145 0.29955  -0.34
C: -6.95091 2.41444 -0.36436  -0.62
C: -5.58323 1.69015 -0.57835  0.43
C: -5.59597 0.18784 -0.19295  -1.42
O: -5.13372 1.80338 -1.93751  -0.52
C: -4.10258 6.47288 0.31745  1.20
N: -5.24840 6.88661 0.85959  -0.41
S: -4.83669 8.07310 1.90317  0.04
N: -3.21183 8.11160 1.72392  -0.59
C: -2.90862 7.16435 0.83096  0.49
C: -1.57421 6.80797 0.37987  -0.66
B: -0.28701 7.52648 0.97894  0.60
O: 0.58524 8.20594 0.14673  -0.61
O: -0.07696 7.41709 2.36156  -0.54
H: -0.07363 -0.36151 -0.25194  0.41
H: 0.93139 -1.76447 -0.59817  0.38
H: 1.21525 -0.16881 -1.46443  0.26
H: 2.85598 -0.84208 0.47647  0.21
H: 1.54098 -0.46324 1.58680  0.25
H: 2.00776 4.00474 -0.18501  0.19
H: 1.73169 2.80251 -1.45534  0.30
H: -0.75739 3.55829 0.04537  0.57
H: -0.59662 3.16084 -1.65440  0.24
H: -0.20761 5.43372 -2.20752  0.35
H: 0.72217 5.78506 -0.66253  -0.06
H: -2.54927 4.30171 -1.80739  0.39
H: -6.45443 5.09599 -2.53429  0.45
H: -6.04608 6.47218 -1.46588  0.43
H: -8.19265 4.53469 -1.10869  0.42
H: -7.53818 5.68014 0.13275  0.43
H: -7.48803 3.66766 1.08139  0.31
H: -7.51071 2.49154 -1.32763  0.24
H: -7.56667 1.72938 0.25753  0.36
H: -4.83889 2.22754 0.04067  0.13
H: -4.54279 -0.14810 -0.13401  0.29
H: -6.10432 0.02315 0.77017  0.41
H: -6.04413 -0.38044 -1.02977  0.32
H: -5.89965 1.90341 -2.51462  0.35
H: 1.48017 7.94662 0.42370  0.31
H: -0.05456 6.46580 2.54645  0.34
C: 3.20448 -4.62010 -2.52187  -0.45
C: 3.31798 -3.33181 -2.01824  -0.15
C: 3.39937 -2.25136 -2.88462  -0.41
C: 3.35789 -2.45602 -4.25709  -0.41
C: 3.24103 -3.74463 -4.76198  -0.51
C: 3.16850 -4.82711 -3.89476  -0.23
H: 3.14396 -5.46362 -1.84443  0.37
H: 3.34357 -3.16930 -0.94697  0.20
H: 3.49426 -1.24716 -2.48891  0.44
H: 3.41621 -1.61170 -4.93300  0.37
H: 3.20694 -3.90549 -5.83261  0.36
H: 3.08246 -5.83260 -4.28896  0.40
C: 1.17719 -9.97894 -4.06183  -0.38
C: 2.30216 -9.21735 -4.34839  -0.36
C: 2.62499 -8.92322 -5.66691  -0.35
C: 1.81672 -9.38325 -6.69806  -0.39
C: 0.68981 -10.14169 -6.41094  -0.36
C: 0.37211 -10.44315 -5.09339  -0.36
H: 0.92748 -10.21100 -3.03379  0.35
H: 2.92879 -8.85309 -3.54304  0.38
H: 3.50638 -8.33451 -5.89110  0.40
H: 2.06560 -9.15017 -7.72603  0.35
H: 0.05867 -10.49902 -7.21539  0.35
H: -0.50403 -11.03928 -4.87017  0.35
C: 1.26055 -6.28223 2.34564  -0.48
C: 2.35612 -6.05484 1.52332  -0.48
C: 3.08508 -4.87972 1.64683  -0.35
C: 2.72431 -3.93520 2.59923  -0.37
C: 1.63095 -4.16420 3.42396  -0.52
C: 0.89610 -5.33594 3.29465  -0.40
H: 0.68996 -7.19756 2.24701  0.37
H: 2.64152 -6.79429 0.78470  0.39
H: 3.93623 -4.69928 1.00081  0.48
H: 3.29611 -3.02017 2.69847  0.43
H: 1.35039 -3.42833 4.16804  0.48
H: 0.03999 -5.51190 3.93461  0.47
C: 4.06676 5.99986 -1.51867  -0.32
C: 3.63130 7.30523 -1.32380  -0.57
C: 4.46739 8.23258 -0.71570  -0.51
C: 5.74203 7.85663 -0.31123  -0.41
C: 6.17755 6.55298 -0.50965  -0.34
C: 5.33857 5.62284 -1.10963  -0.50
H: 3.41236 5.27621 -1.99050  0.49
H: 2.63851 7.59968 -1.64631  0.67
H: 4.12631 9.24862 -0.55801  0.42
H: 6.39603 8.58066 0.15867  0.36
H: 7.17205 6.26116 -0.19538  0.37
H: 5.67646 4.60476 -1.25912  0.37
C: -0.72775 -6.20520 8.09225  -0.40
C: 0.36766 -5.97788 7.26980  -0.39
C: 1.09696 -4.80211 7.39273  -0.30
C: 0.73574 -3.85819 8.34509  -0.44
C: -0.35764 -4.08740 9.16981  -0.37
C: -1.09194 -5.25864 9.04087  -0.38
H: -1.29824 -7.12068 7.99412  0.36
H: 0.65333 -6.71749 6.53138  0.42
H: 1.94767 -4.62198 6.74653  0.43
H: 1.30709 -2.94341 8.44440  0.36
H: -0.63817 -3.35163 9.91356  0.36
H: -1.94781 -5.43468 9.68072  0.36

Calculated values
Kohn-Sham gap	0.2950	hartree
max |F|	2.0	eV/Å
HOMO	-8.290	eV
DFT total energy	-2863.32451	Eh